ORCA calculation (ωB97M-V with the def2-TZVPD basis set) on C30H36InN4 as an isolated structure.

Geometry as ORCA input:
```
! wB97M-V def2-TZVPD RIJCOSX def2/J DEFGRID3
* xyz -1 1
In -0.6655 -0.5298 0.0944
N -3.2168 0.0636 2.8591
N 0.3224 1.0306 2.0379
C -0.7599 0.5396 -2.3010
C -1.3913 1.6344 -1.6102
C -2.6297 1.1653 -1.0589
C -3.5581 1.9036 -0.1658
H -3.1457 2.8624 0.1466
H -3.8213 1.3630 0.7490
H -4.4842 2.1083 -0.7067
C -2.7775 -0.2260 -1.3862
C -3.8796 -1.1133 -0.9254
H -4.7169 -1.0626 -1.6277
H -4.2578 -0.8340 0.0601
H -3.5888 -2.1622 -0.8552
C -1.6113 -0.6303 -2.1538
C -1.3093 -2.0075 -2.6465
H -1.6853 -2.7936 -1.9862
H -0.2362 -2.1879 -2.7501
H -1.7593 -2.1622 -3.6306
C -0.7772 2.9664 -1.3633
H -1.1592 3.6755 -2.0985
H 0.3101 2.9622 -1.4467
H -0.9998 3.3689 -0.3735
C 0.5901 0.5432 -2.9316
H 1.0868 -0.4274 -2.8856
H 1.2798 1.2385 -2.4505
H 0.5100 0.8229 -3.9849
C -3.9521 -0.6982 3.6710
H -5.0526 -0.5641 3.6817
C -3.3797 -1.6726 4.5243
H -4.0350 -2.2788 5.1609
C -1.9870 -1.8541 4.5101
H -1.4900 -2.6110 5.1426
C -1.2294 -1.0057 3.7041
H -0.1564 -1.1196 3.5784
C -1.8496 0.0702 3.0076
C -1.1086 0.9686 2.1753
H -1.6704 1.8251 1.7970
C 0.8911 0.5661 0.8630
C 1.3356 1.4512 2.9027
H 1.0227 1.7416 3.9072
C 2.4922 1.3965 2.2268
H 3.5060 1.6577 2.5453
N 2.2199 0.8508 0.9665
C 3.1238 0.7017 -0.1413
C 3.6059 1.8457 -0.7817
C 4.4603 1.7012 -1.8861
H 4.9203 2.5960 -2.3362
C 4.7740 0.4334 -2.3985
C 5.7455 0.2859 -3.5312
H 5.4183 -0.5035 -4.2146
H 6.7482 0.0218 -3.1687
H 5.8240 1.2289 -4.0799
C 4.1746 -0.6891 -1.8138
H 4.4219 -1.6854 -2.2068
C 3.3032 -0.5615 -0.7175
C 2.6483 -1.7808 -0.1545
H 2.5995 -1.7672 0.9435
H 3.2447 -2.6596 -0.4388
H 1.6360 -1.9711 -0.5674
C 3.2562 3.2053 -0.2668
H 3.8576 3.4542 0.6229
H 2.1897 3.3213 -0.0172
H 3.4862 3.9442 -1.0457
C -3.1102 -4.0173 1.7035
C -2.2464 -2.9930 1.2259
N -1.4434 -2.2205 0.8951
H -2.7537 -4.9242 1.1728
H -4.1494 -3.7241 1.4290
H -2.9602 -4.0775 2.8011
*
```

Results
Relative energy (zero: lowest compared OMol25 entry of this formula, charge and spin): 0.0 kJ/mol
Total energy: -42823.236 eV
LUMO level (spin up / spin down): 2.70 / 2.54 eV